Entry from OMol25: a cluster of 2 separate species, C4H12NO in total (ωB97M-V with the def2-TZVPD basis set).

```
18
Properties=species:S:1:pos:R:3:forces:R:3:nbo_charge:R:1
O 2.670 0.417 0.082 -0.90 -0.55 0.78 -0.589
C 1.659 0.514 1.049 -0.50 1.24 0.07 -0.042
C 1.028 -0.927 1.186 2.45 -0.26 -0.51 -0.425
N 0.451 -1.272 0.033 -0.75 -0.26 -0.49 -0.002
C -2.135 0.194 -0.390 1.07 0.39 1.07 -0.591
C -1.482 0.857 -1.601 0.72 -0.40 -0.08 -0.616
H 2.220 -0.002 -0.661 0.59 0.43 -0.74 0.467
H 2.109 0.840 1.983 -0.01 -0.23 0.12 0.235
H 0.851 1.200 0.787 0.03 0.02 -0.20 0.207
H 1.914 -1.608 1.287 -0.40 -0.53 0.73 0.291
H 0.425 -1.076 2.106 -0.07 0.19 0.17 0.431
H -3.151 0.454 -0.103 -0.24 -0.38 -0.57 0.248
H 0.642 -2.269 -0.172 -0.48 -0.04 0.00 0.375
H -1.554 0.522 0.482 -0.21 0.27 0.17 0.172
H -1.928 -0.888 -0.345 -0.67 -0.10 -0.42 0.199
H -1.208 0.128 -2.363 -0.32 -0.05 -0.17 0.214
H -1.992 1.675 -2.101 -0.35 -0.07 0.27 0.245
H -0.520 1.240 -1.259 0.04 0.32 -0.21 0.182
```
Positions in Å, forces in eV/Å.

The calculation puts the energy relative to the best compared isomer or geometry (same formula, charge and spin) at 163.6 kcal per mole. Its max |F| is 2.52 eV/Å. Its total charge is +1. The HOMO-LUMO gap is 5.50 eV. As for the total energy: -7867.198 eV.



Entry from OMol25: a cluster of 2 separate species, C4H12NO in total (ωB97M-V with the def2-TZVPD basis set).

```
18
Properties=species:S:1:pos:R:3:forces:R:3:nbo_charge:R:1
C 0.788 -0.639 0.419 -0.21 0.10 -0.43 -0.213
N -0.441 0.129 0.843 0.01 -1.02 -0.06 -0.509
C -1.595 -0.484 0.056 -0.06 0.16 -0.22 -0.229
C -0.939 -1.305 -1.070 0.17 0.02 0.22 -0.425
C 0.531 -0.875 -1.053 -0.04 0.15 -0.34 -0.427
H 1.665 -0.060 0.678 0.09 -0.12 0.07 0.246
H 0.734 -1.591 0.939 0.26 -0.01 0.23 0.217
H -0.297 1.120 0.645 0.15 0.02 0.17 0.463
H -0.568 -0.040 1.837 -0.15 0.55 0.10 0.438
H -2.204 0.333 -0.334 0.04 -0.12 0.16 0.233
H -2.186 -1.088 0.741 0.00 0.09 -0.03 0.234
H -1.000 -2.377 -0.881 -0.16 0.09 0.10 0.231
H -1.428 -1.103 -2.012 -0.05 -0.01 -0.22 0.248
H 0.693 0.016 -1.657 -0.07 0.29 0.20 0.225
H 1.191 -1.614 -1.484 0.13 -0.35 0.10 0.255
H 2.268 2.459 0.368 -0.08 -0.17 0.09 0.500
H 0.978 3.235 0.285 -0.06 0.01 0.08 0.495
O 1.318 2.363 0.521 0.02 0.31 -0.21 -0.983
```
Positions in Å, forces in eV/Å.

The calculation puts the energy relative to the best compared isomer or geometry (same formula, charge and spin) at 1.1 kcal per mole. Its max |F| is 1.02 eV/Å. Its total charge is +1. The HOMO-LUMO gap is 13.03 eV. As for the total energy: -7874.242 eV.



Entry from OMol25: the ion C4H12NO with charge +1 (ωB97M-V with the def2-TZVPD basis set).

```
18
Properties=species:S:1:pos:R:3:forces:R:3:nbo_charge:R:1
C -1.125 -0.156 1.238 -0.82 1.73 1.92 -0.442
C 0.939 0.952 1.181 3.92 3.55 5.81 -0.472
C 0.558 -0.719 -0.522 -0.28 -2.01 -1.63 -0.248
C -0.170 -0.646 -1.905 -0.51 1.01 1.31 -0.078
N 0.004 0.275 0.393 -1.08 0.22 -1.82 -0.391
O -0.288 0.772 -2.121 0.76 -0.17 0.60 -0.760
H -0.806 -0.677 2.136 0.59 0.21 -0.07 0.243
H -1.770 0.696 1.545 1.11 0.02 0.02 0.248
H -1.883 -0.744 0.860 -0.89 -1.71 -2.12 0.249
H 1.250 0.436 2.198 -1.04 0.63 -2.11 0.247
H 1.981 1.340 0.832 -2.15 -1.19 -0.64 0.280
H 0.387 1.926 1.468 1.11 -1.45 0.07 0.234
H 1.514 -0.385 -0.800 1.53 0.51 0.14 0.230
H 0.687 -1.744 -0.071 -0.59 1.12 -0.32 0.251
H 0.408 -1.121 -2.708 -0.29 -0.16 0.47 0.220
H -1.209 -0.925 -1.821 -0.15 -1.20 -0.22 0.190
H -0.208 1.130 -0.185 -1.03 -1.55 -0.52 0.494
H -0.415 0.914 -3.047 -0.17 0.43 -0.89 0.505
```
Positions in Å, forces in eV/Å.

The calculation puts the energy relative to the best compared isomer or geometry (same formula, charge and spin) at 54.6 kcal per mole. Its SMILES is C[NH+](C)CCO. Its max |F| is 7.86 eV/Å. Its total charge is +1. The HOMO-LUMO gap is 12.30 eV. As for the total energy: -7871.925 eV.